# 1
{"formula": "C5H12N2O", "method": "the ωB97M-V functional and the def2-TZVPD basis", "fmax_ev_per_a": 4.0, "multiplicity": 1, "e_homo_ev": -8.3, "charge": 0, "molar_mass_g_mol": 116.16, "e_tot_ha": -382.3566, "species": ["C", "C", "C", "C", "C", "N", "O", "N", "H", "H", "H", "H", "H", "H", "H", "H", "H", "H", "H", "H"], "xyz": [[0.94106, 0.90855, -0.15013], [-0.95832, 0.87811, -0.68238], [1.27994, 0.90719, 1.31896], [1.82152, 0.03942, -1.01585], [-1.40772, -0.39707, -0.14270], [-2.74015, -0.62182, 0.11836], [-0.97187, -2.50056, 0.56792], [-0.45902, -1.18928, 0.30517], [-0.26559, -2.89229, 1.10314], [1.01025, 1.93486, -0.50969], [-3.38817, -0.27874, -0.57427], [-2.92341, -1.56921, 0.42667], [-0.69592, 0.83468, -1.73467], [-1.58454, 1.72571, -0.40241], [1.43964, -0.09627, 1.71743], [0.49369, 1.38384, 1.90822], [2.21519, 1.46003, 1.47882], [2.81921, 0.49028, -1.10061], [1.42118, -0.05501, -2.02870], [1.95301, -0.96242, -0.60328]], "lowdin_charge": [-0.323, 0.001, -0.116, -0.118, -0.462, 0.131, -0.090, 0.015, 0.086, 0.095, 0.094, 0.083, 0.080, 0.091, 0.063, 0.077, 0.078, 0.078, 0.071, 0.066]}



# 2
{"formula": "Cl5NaO20", "method": "the ωB97M-V functional and the def2-TZVPD basis", "fmax_ev_per_a": 6.7, "multiplicity": 1, "e_homo_ev": 0.6, "charge": -4, "molar_mass_g_mol": 520.24, "e_tot_ha": -3966.6970, "species": ["Na", "Cl", "O", "O", "O", "O", "Cl", "O", "O", "O", "O", "Cl", "O", "O", "O", "O", "Cl", "O", "O", "O", "O", "Cl", "O", "O", "O", "O"], "xyz": [[0.14738, -0.05475, -0.09118], [0.91096, -3.78067, 1.09373], [1.35919, -2.41565, 0.87411], [0.74584, -4.58765, -0.02053], [1.99909, -4.41845, 1.77470], [-0.20905, -3.88769, 1.92992], [3.67317, 0.28664, -1.86992], [4.77219, 0.84263, -1.17034], [2.42923, 0.87203, -1.50278], [3.89918, 0.58344, -3.27853], [3.62398, -1.16441, -1.78449], [-3.09974, 0.06076, -2.18095], [-4.37913, -0.25358, -1.56618], [-1.94350, -0.59616, -1.55890], [-3.17699, -0.30484, -3.59426], [-2.86266, 1.50090, -1.98641], [-1.66156, -0.59384, 3.73180], [-0.38107, -0.81146, 4.28682], [-2.35770, -1.82285, 3.65201], [-2.36465, 0.31997, 4.59784], [-1.50601, -0.16238, 2.34456], [0.09154, 4.06913, -0.71496], [1.50867, 4.49275, -0.79884], [-0.49314, 4.04608, -1.94232], [-0.00787, 2.74513, -0.17859], [-0.71733, 5.03481, -0.04635]], "lowdin_charge": [0.576, 0.570, -0.353, -0.361, -0.428, -0.341, 0.611, -0.377, -0.344, -0.428, -0.380, 0.675, -0.397, -0.381, -0.411, -0.380, 0.593, -0.373, -0.378, -0.404, -0.367, 0.578, -0.403, -0.353, -0.348, -0.397]}